[1]
An isolated molecule of C10H18OSi at a distorted geometry. Source: the OMol25 dataset; level of theory: wB97M-V/def2-TZVPD.

```
30
Properties=species:S:1:pos:R:3:lowdin_charge:R:1
C -0.881 1.717 -0.177 -0.2848
C -0.307 0.986 -1.058 -0.1033
C -2.356 0.023 0.940 -0.1498
C -1.588 -1.152 0.352 -0.2197
C -0.022 0.245 1.507 -0.2096
C -1.274 1.083 1.240 -0.2267
C -0.182 -0.716 0.453 -0.3458
C -1.304 3.109 -0.407 -0.0523
C 0.028 0.913 -2.399 -0.1023
C 3.655 -2.369 0.661 -0.2159
O 2.558 -1.520 0.675 -0.3308
Si 1.155 -1.869 -0.228 0.6821
H -3.098 0.536 0.294 0.1209
H -2.966 -0.295 1.765 0.0982
H -1.859 -2.055 0.923 0.1198
H -1.826 -1.304 -0.660 0.0924
H 0.951 0.849 1.571 0.1492
H -0.134 -0.264 2.534 0.1529
H -1.623 1.795 1.987 0.1345
H -0.806 3.836 0.305 0.1119
H -2.302 3.313 -0.867 0.1042
H -0.745 3.285 -1.277 0.0326
H 1.055 0.297 -2.488 0.0904
H 0.336 1.924 -2.655 0.0852
H -0.737 0.398 -3.006 0.1030
H 4.626 -2.023 0.932 0.0689
H 3.834 -2.760 -0.340 0.0651
H 3.443 -3.310 1.208 0.0860
H 0.939 -3.236 -0.133 -0.0385
H 1.428 -1.438 -1.653 -0.0177
```

Summary:
- M: 182.34 g/mol
- Energy relative to the best compared isomer or geometry (same formula, charge and spin): 105.79 kcal/mol
- E: -756.41209 a.u.

[2]
A structure of composition C10H19AuGeN3O3. Source: the OMol25 dataset; level of theory: wB97M-V/def2-TZVPD.

```
37
Properties=species:S:1:pos:R:3:lowdin_charge:R:1
Au 0.990 -1.111 2.384 0.7053
C -0.375 4.314 -3.854 -0.0421
N 0.585 3.441 -3.209 -0.0688
C 1.708 3.021 -3.837 -0.0879
C 2.578 2.192 -3.235 -0.0235
C 2.253 1.775 -1.888 -0.3850
N 1.156 2.172 -1.274 0.1844
C 0.276 3.002 -1.889 -0.5202
O -0.766 3.412 -1.405 0.0259
N 3.102 0.965 -1.257 0.1833
H 0.000 4.582 -4.841 0.0784
H -0.525 5.214 -3.260 0.0892
H -1.340 3.816 -3.947 0.0911
H 1.863 3.391 -4.843 0.1177
H 3.474 1.860 -3.737 0.0955
H 3.946 0.661 -1.707 0.0962
H 2.959 0.605 -0.312 0.0660
O 4.573 -1.160 0.228 -0.0591
C 3.607 -1.385 0.949 -0.5857
O 2.630 -0.573 1.150 -0.3406
H 3.537 -2.355 1.479 0.0949
C -1.512 -3.897 1.479 -0.2525
Ge -2.062 -2.277 2.448 0.6546
C -3.635 -2.786 3.542 -0.2496
C -2.676 -0.953 1.136 -0.2439
C -0.618 -1.578 3.539 -0.5599
H -2.344 -4.325 0.915 0.0040
H -1.144 -4.652 2.175 0.0070
H -0.705 -3.654 0.787 0.0003
H -4.442 -3.176 2.915 0.0015
H -4.015 -1.920 4.088 0.0033
H -3.365 -3.554 4.269 0.0025
H -3.484 -1.354 0.521 0.0055
H -1.849 -0.661 0.487 0.0060
H -3.038 -0.053 1.637 0.0114
H -0.361 -2.316 4.307 -0.0542
H -0.979 -0.685 4.062 -0.0511
```

Summary:
- M: 498.86 g/mol
- Charge: -1
- E: -2995.16075 a.u.

[3]
A structure of composition C10H19Br2CoKNO7 at a distorted geometry. Source: the OMol25 dataset; level of theory: wB97M-V/def2-TZVPD.

```
41
Properties=species:S:1:pos:R:3:lowdin_spin:R:1
K -1.222 -3.898 -1.066 -0.0002
Co -4.082 -1.496 1.461 2.6356
C -1.733 -1.896 1.558 0.0139
O -2.355 -1.448 2.547 0.1769
O -0.798 -2.642 1.616 0.0213
O -2.281 -1.592 0.465 0.1287
C 2.656 -1.536 1.568 0.0000
C 2.059 -1.636 0.177 -0.0001
O 2.904 -1.083 -0.911 0.0000
C 4.122 -1.723 -1.202 0.0000
O 4.472 -2.727 -0.715 0.0000
O 4.862 -0.911 -1.978 0.0000
C 5.929 -1.542 -2.751 0.0000
H 2.939 -0.563 1.972 0.0000
H 3.440 -2.293 1.538 0.0000
H 1.960 -1.959 2.292 0.0000
H 1.073 -1.179 0.088 0.0000
H 1.921 -2.714 0.088 0.0000
H 6.827 -0.938 -2.885 0.0000
H 5.529 -1.475 -3.763 0.0000
H 6.110 -2.608 -2.612 0.0000
C -3.828 1.995 1.480 0.0022
O -3.961 0.799 1.283 0.0178
N -2.569 2.526 1.638 0.0029
C -1.327 1.750 1.643 0.0001
C -2.334 3.890 2.108 0.0003
H -4.513 2.846 1.346 0.0001
H -1.128 1.207 2.566 0.0001
H -0.379 2.116 1.249 0.0000
H -1.445 0.944 0.918 -0.0001
H -2.036 3.995 3.151 0.0002
H -1.589 4.484 1.580 0.0001
H -3.235 4.503 2.083 0.0000
Br -0.065 1.882 -1.601 0.0000
C -1.283 0.505 -2.253 0.0002
C -2.824 0.913 -2.250 0.0000
Br -3.185 2.149 -3.797 0.0000
H -1.227 -0.362 -1.596 0.0002
H -0.914 0.119 -3.204 0.0000
H -3.064 1.580 -1.422 0.0000
H -3.427 0.020 -2.410 0.0000
```

Summary:
- M: 523.10 g/mol
- Energy relative to the best compared isomer or geometry (same formula, charge and spin): 46.77 kcal/mol
- Charge: +1
- E: -8104.33469 a.u.
- 2S+1: 4
- Expectation value of S²: 3.76

[4]
A structure of composition C10H19FeNOSi at a distorted geometry. Source: the OMol25 dataset; level of theory: wB97M-V/def2-TZVPD.

```
33
Properties=species:S:1:pos:R:3:lowdin_spin:R:1
C -2.335 -1.275 -2.217 0.0433
C -2.778 -2.037 -1.093 0.0629
C -1.661 -2.756 -0.573 0.0533
C -0.510 -2.429 -1.360 0.0333
C -0.933 -1.513 -2.398 0.0300
Fe -1.034 -0.286 -0.512 3.7705
N -1.239 1.177 -1.252 0.6215
C -2.312 1.321 0.578 0.0010
C -2.925 0.091 0.970 0.1275
H -1.697 -3.498 0.223 0.0024
H -3.807 -2.123 -0.759 0.0033
H 0.472 -2.879 -1.287 0.0018
H -0.315 -1.141 -3.212 0.0004
H -2.968 -0.678 -2.866 0.0040
H -3.872 -0.196 0.531 0.0076
H -2.927 2.024 0.023 0.0095
H -0.628 1.970 -1.548 0.0680
H -2.571 -0.466 1.839 0.0050
H -1.587 1.778 1.267 0.0003
C 2.125 0.760 2.679 0.0040
Si 1.976 0.676 0.776 0.0209
C 2.330 2.481 0.200 0.0026
C 3.480 -0.316 0.139 0.0030
O 0.590 -0.030 0.350 0.1211
H 3.120 1.135 3.031 0.0008
H 1.983 -0.259 3.083 0.0001
H 1.346 1.415 3.109 0.0000
H 3.329 2.854 0.577 0.0006
H 2.385 2.591 -0.898 0.0003
H 1.595 3.215 0.575 0.0003
H 3.381 -1.365 0.475 0.0001
H 3.525 -0.312 -0.966 0.0000
H 4.460 0.069 0.517 0.0006
```

Summary:
- M: 253.20 g/mol
- Charge: -1
- E: -2075.58671 a.u.
- 2S+1: 6
- Expectation value of S²: 8.79